{
  "formula": "C18H12Cl5IrNPS5",
  "method": "the ωB97M-V functional and the def2-TZVPD basis",
  "species": ["Ir", "S", "C", "S", "C", "C", "S", "S", "S", "Cl", "C", "C", "C", "Cl", "C", "Cl", "C", "Cl", "C", "Cl", "N", "C", "H", "C", "P", "C", "C", "C", "C", "C", "C", "C", "H", "H", "H", "H", "H", "H", "H", "H", "H", "H", "H"],
  "positions_angstrom": [[0.863, -0.933, 0.670], [5.040, 0.710, 6.298], [4.129, 0.300, 5.033], [4.774, -0.090, 3.456], [3.270, -0.442, 2.673], [2.132, -0.322, 3.472], [0.557, -0.631, 2.923], [2.384, 0.174, 5.107], [3.248, -0.919, 1.052], [1.348, -0.802, -1.782], [1.316, 0.908, -1.324], [1.089, 1.041, 0.031], [1.100, 2.346, 0.505], [0.872, 2.663, 2.189], [1.297, 3.428, -0.365], [1.294, 5.030, 0.243], [1.492, 3.219, -1.734], [1.714, 4.540, -2.801], [1.511, 1.919, -2.238], [1.746, 1.571, -3.896], [0.746, -4.069, 1.045], [0.776, -2.921, 0.927], [0.801, -5.063, 1.142], [-2.415, -2.007, 1.093], [-1.425, -0.678, 0.365], [-2.108, 0.812, 1.124], [-1.851, -0.610, -1.383], [-1.870, 0.608, -2.059], [-2.071, 0.638, -3.432], [-2.257, -0.544, -4.132], [-2.246, -1.761, -3.462], [-2.036, -1.795, -2.094], [-2.145, -2.973, 0.669], [-3.474, -1.821, 0.916], [-2.229, -2.038, 2.168], [-3.179, 0.865, 0.925], [-1.617, 1.706, 0.745], [-1.937, 0.767, 2.200], [-1.724, 1.539, -1.525], [-2.084, 1.587, -3.951], [-2.416, -0.518, -5.202], [-2.399, -2.682, -4.008], [-2.017, -2.752, -1.584]],
  "mulliken_spin": [0.0086, 0.1656, -0.0402, 0.0129, 0.1199, 0.1547, 0.2401, 0.0260, 0.2747, -0.0001, -0.0205, 0.0539, -0.0060, 0.0020, 0.0027, 0.0001, -0.0020, 0.0000, -0.0069, 0.0001, -0.0057, 0.0142, -0.0005, 0.0050, 0.0036, 0.0054, 0.0003, 0.0005, -0.0003, 0.0000, -0.0003, 0.0006, -0.0001, 0.0007, -0.0019, 0.0009, -0.0024, -0.0049, -0.0005, 0.0000, 0.0000, 0.0000, -0.0001],
  "charge": 1,
  "homo_energy_ha": [-0.38758, -0.42022],
  "multiplicity": 2,
  "de_lowest_kj_mol": 0.0
}